Entry from the OMol25 dataset: an isolated molecule of C21H25N3O3 (wB97M-V/def2-TZVPD).

```
! wB97M-V def2-TZVPD RIJCOSX def2/J DEFGRID3
* xyz 0 1
O -3.283 -0.548 -0.352
O -6.370 -1.897 -0.124
O 2.043 1.070 -2.169
N 6.414 0.143 0.278
N 2.325 -0.419 -0.476
N -0.515 1.132 -0.441
C -1.195 2.416 -0.488
C 7.095 -0.952 0.572
C -0.074 3.381 -0.851
C -4.703 0.471 1.018
C 1.103 0.575 1.291
C -1.069 0.085 0.419
C 4.629 -1.222 -0.543
C -3.384 0.784 1.421
C 1.073 2.872 0.017
C -0.307 0.213 1.751
C -4.585 -0.343 -0.069
C 3.254 -1.291 -1.150
C 1.959 -0.641 0.901
C 5.221 0.009 -0.268
C 5.353 -2.364 -0.225
C 0.876 1.353 -0.027
C -7.380 -2.548 -0.849
C -5.611 -1.011 -0.921
C -2.552 0.141 0.550
C 1.806 0.688 -1.045
C 6.612 -2.230 0.338
H -1.638 2.694 0.480
H 8.069 -0.792 1.015
H -0.817 -0.873 -0.056
H 4.937 -3.343 -0.419
H 1.398 -1.579 0.993
H 0.188 3.262 -1.901
H -1.990 2.382 -1.237
H -0.331 4.420 -0.654
H -0.729 1.030 2.337
H 0.970 3.234 1.042
H -0.347 -0.697 2.345
H -8.090 -1.828 -1.278
H 1.628 1.183 2.028
H 3.286 -0.948 -2.190
H 2.049 3.165 -0.366
H -3.108 1.400 2.252
H 7.201 -3.098 0.592
H 2.859 -0.721 1.520
H -5.101 -1.557 -1.729
H -6.962 -3.155 -1.661
H 4.701 0.930 -0.502
H -6.277 -0.258 -1.376
H -5.614 0.798 1.476
H -7.900 -3.193 -0.144
H 2.880 -2.321 -1.124
*
```

Properties
F_max ... 0.0171 Eh/bohr
Energy ... -32795.196 eV
HOMO energy ... -8.43 eV
Orbital gap ... 0.33671 Eh
Structure (SMILES) ... COCc1ccc([C@@H]2C[C@H]3CN(Cc4cccnc4)C(=O)[C@]34CCCN24)o1
Lowest unoccupied orbital energy ... 0.73 eV

=====

Entry from the OMol25 dataset: an isolated molecule of C21H25N3O7S in a non-equilibrium geometry (wB97M-V/def2-TZVPD).

```
! wB97M-V def2-TZVPD RIJCOSX def2/J DEFGRID3
* xyz 0 1
S -0.734 0.671 2.798
O -2.078 0.552 2.311
O -0.927 -1.010 -4.059
O -2.089 -2.088 -1.182
O -0.224 1.997 3.005
O -1.237 -1.503 6.629
O 0.655 1.098 -2.434
O 1.241 -1.584 -4.180
N 0.810 2.873 -3.906
N -0.551 -0.170 4.253
N 0.161 -1.940 -1.546
C 2.546 -0.897 1.036
C -1.176 -1.477 4.202
C -1.003 0.579 5.412
C -1.136 -2.093 -1.920
C 1.738 -0.265 1.978
C -0.648 -0.224 6.664
C 0.356 -0.774 -4.323
C 0.724 2.028 -1.350
C -0.662 2.489 -0.926
C 0.865 3.300 -5.159
C 0.373 -0.233 1.719
C 0.786 2.464 -6.255
C -1.273 -2.252 -3.445
C 0.640 -1.423 -0.343
C 0.547 0.644 -4.731
C 0.617 1.101 -6.030
C -0.830 -2.224 5.492
C 0.665 1.583 -3.680
C -0.185 -0.813 0.598
C 2.014 -1.453 -0.111
C 2.310 0.352 3.210
H -0.497 1.543 5.398
H 0.979 4.370 -5.270
H 1.920 1.361 3.329
H -1.034 0.266 7.559
H -1.352 -3.181 5.534
H 2.005 -0.217 4.086
H -1.115 3.091 -1.711
H -0.627 -3.052 -3.821
H 0.872 -2.074 -2.259
H -2.266 -1.381 4.100
H -2.317 -2.439 -3.700
H 1.211 1.480 -0.540
H 3.613 -0.937 1.198
H 0.843 2.857 -7.256
H -0.585 3.080 -0.018
H 2.666 -1.905 -0.845
H 1.340 2.879 -1.651
H -1.298 1.632 -0.722
H 0.537 0.408 -6.854
H 0.446 -0.318 6.738
H 3.395 0.379 3.161
H 0.257 -2.395 5.528
H -2.090 0.738 5.372
H -0.784 -2.007 3.332
H -1.253 -0.762 0.464
*
```

Properties
F_max ... 0.0216 Eh/bohr
Energy ... -51820.872 eV
HOMO energy ... -8.75 eV
Orbital gap ... 0.34278 Eh
Structure (SMILES) ... CCOc1ncccc1C(=O)OCC(=O)Nc1ccc(C)c(S(=O)(=O)N2CCOCC2)c1
Lowest unoccupied orbital energy ... 0.57 eV

=====

Entry from the OMol25 dataset: a cluster of 2 separate species, C21H25N5O2S in total in a non-equilibrium geometry (wB97M-V/def2-TZVPD).

```
! wB97M-V def2-TZVPD RIJCOSX def2/J DEFGRID3
* xyz 0 1
S -0.214 3.220 1.166
O -4.633 -1.152 -0.962
O -3.056 -4.531 0.385
N 2.267 2.576 0.501
N -2.482 -3.027 -1.185
N -4.215 -0.920 1.201
N 3.588 6.588 0.483
N 1.724 -1.624 -2.388
C -3.851 -1.301 -0.027
C 2.090 -1.995 -1.112
C -2.816 -4.251 -0.783
C 2.209 -2.560 1.614
C -1.511 -0.791 -0.835
C -3.428 -1.027 2.428
C 2.698 7.569 0.271
C 0.918 -1.781 -0.325
C 0.847 6.026 0.359
C 3.132 5.335 0.635
C 1.326 7.324 0.206
C 1.908 1.153 0.557
C 3.345 -2.761 0.809
C -0.127 -1.242 -1.195
C 3.289 -2.475 -0.565
C 0.421 -1.169 -2.429
C 1.354 3.603 0.731
C -2.878 -5.322 -1.847
C 1.010 -2.075 1.054
C -2.443 -1.874 -0.279
C 1.773 4.997 0.571
H -5.150 -0.548 1.267
H -1.975 -0.357 -1.722
H 0.640 8.148 0.036
H -3.604 -5.034 -2.605
H 4.257 -3.143 1.249
H 1.533 0.884 1.550
H -0.087 -0.790 -3.307
H -3.184 -6.259 -1.384
H -2.498 -0.463 2.329
H 4.155 -2.625 -1.191
H -1.423 0.003 -0.092
H 1.135 0.938 -0.186
H 2.255 -2.786 2.671
H -2.325 -2.864 -2.164
H -2.028 -2.217 0.667
H 2.782 0.530 0.341
H 3.057 8.586 0.150
H -3.200 -2.076 2.633
H -1.893 -5.439 -2.296
H 2.325 -1.666 -3.198
H -3.997 -0.622 3.267
H 3.870 4.560 0.819
H 3.183 2.825 0.138
H -0.222 5.828 0.306
H 0.148 -1.922 1.685
*
```

Properties
F_max ... 0.0522 Eh/bohr
Energy ... -44564.693 eV
HOMO energy ... -8.29 eV
Orbital gap ... 0.29680 Eh
Structure (SMILES) ... CNC(=O)[C@H](Cc1c[nH]c2ccccc12)NC(C)=O.CNC(=S)c1cccnc1
Lowest unoccupied orbital energy ... -0.21 eV

=====

Entry from the OMol25 dataset: an isolated molecule of C21H25N5O4S2 (wB97M-V/def2-TZVPD).

```
! wB97M-V def2-TZVPD RIJCOSX def2/J DEFGRID3
* xyz 0 1
S -0.599 2.083 -2.304
S -0.372 -4.007 -2.015
O 0.044 -4.812 -3.115
O 1.291 4.140 4.828
O 1.536 -2.135 -3.222
O -1.460 -4.489 -1.218
N 0.373 -0.217 -2.828
N -1.905 -0.261 -2.236
N 0.776 1.390 1.057
N 0.962 -3.796 -1.002
N 0.299 2.528 3.632
C -1.879 -1.612 -2.240
C 2.108 -1.740 -0.350
C 2.041 -0.460 0.160
C 0.266 3.662 4.380
C 0.864 0.039 0.730
C -0.927 5.722 5.113
C 0.996 -2.576 -0.313
C -3.183 -2.265 -1.961
C 1.845 2.027 1.802
C -0.795 0.369 -2.458
C -1.102 4.267 4.685
C 0.485 -1.635 -2.886
C 1.076 1.933 -2.748
C 1.583 1.935 3.311
C -1.753 3.454 5.807
C -0.781 1.886 2.920
C -0.499 1.974 1.408
C -0.715 -2.301 -2.494
C -0.215 -0.844 0.843
C 1.417 0.661 -2.992
C -0.150 -2.126 0.335
H -3.655 -2.532 -2.906
H -0.817 0.832 3.225
H -1.739 2.345 3.146
H -1.297 1.505 0.833
H 1.811 -3.995 -1.513
H -3.832 -1.569 -1.437
H -3.036 -3.180 -1.395
H 2.908 0.177 0.064
H 2.348 2.476 3.869
H 1.579 0.882 3.618
H -0.455 3.033 1.128
H -1.733 4.244 3.792
H 3.014 -2.082 -0.827
H 1.887 3.081 1.507
H -2.731 3.866 6.050
H -1.876 2.411 5.526
H 2.801 1.561 1.574
H -1.133 -0.537 1.317
H -0.507 6.310 4.301
H 2.373 0.266 -3.282
H -0.245 5.779 5.957
H -1.885 6.149 5.399
H 1.695 2.804 -2.803
H -1.131 3.497 6.698
H -0.998 -2.787 0.409
*
```

Properties
F_max ... 0.0193 Eh/bohr
Energy ... -59494.135 eV
HOMO energy ... -7.74 eV
Orbital gap ... 0.27745 Eh
Structure (SMILES) ... Cc1nc2sccn2c(=O)c1S(=O)(=O)Nc1ccc(N2CCN(C(=O)C(C)C)CC2)cc1
Lowest unoccupied orbital energy ... -0.19 eV

=====

Entry from the OMol25 dataset: an isolated molecule of C21H25NO5 (wB97M-V/def2-TZVPD).

```
! wB97M-V def2-TZVPD RIJCOSX def2/J DEFGRID3
* xyz 0 1
O 1.899 -2.650 2.159
O 0.462 0.333 -3.547
O 1.120 2.129 1.529
O 3.117 0.110 -3.567
O -0.904 3.032 1.143
N -2.395 -0.948 1.270
C -1.048 2.180 -2.985
C 3.170 -0.309 -1.223
C -1.112 -4.413 1.162
C -1.995 0.370 1.319
C 0.391 -0.399 1.369
C 1.739 3.393 1.326
C -1.527 -1.995 1.451
C -0.199 -1.780 1.562
C 0.725 -2.850 1.914
C -2.142 -3.357 1.547
C 0.127 -4.243 2.027
C -3.100 1.373 1.266
C -0.210 2.057 1.348
C -0.680 0.672 1.399
C 0.412 -0.088 -1.123
C 2.462 -0.043 -2.383
C 1.130 -0.321 0.046
C 2.059 3.605 -0.148
C -0.877 0.778 -3.562
C 1.064 0.071 -2.330
C 2.508 -0.436 -0.014
H 0.899 -4.969 1.766
H -0.663 -0.018 -1.069
H 4.243 -0.396 -1.285
H 1.123 -0.222 2.165
H -4.070 0.896 1.393
H 1.075 4.184 1.692
H -1.144 0.776 -4.623
H 2.452 0.297 -4.244
H -0.128 -4.400 3.080
H -2.480 -3.530 2.575
H 3.065 -0.632 0.887
H -2.078 2.503 -3.111
H -0.842 -4.288 0.112
H -0.395 2.877 -3.505
H 1.137 3.682 -0.719
H -3.018 -3.416 0.895
H -2.963 2.128 2.036
H -3.082 1.900 0.313
H -3.384 -1.145 1.242
H -1.527 0.062 -3.044
H -0.801 2.201 -1.926
H 2.651 3.364 1.925
H 2.628 4.522 -0.273
H 2.638 2.765 -0.525
H -1.531 -5.413 1.291
*
```

Properties
F_max ... 0.0138 Eh/bohr
Energy ... -33911.174 eV
HOMO energy ... -7.81 eV
Orbital gap ... 0.30316 Eh
Structure (SMILES) ... CCOC(=O)C1=C(C)NC2=C(C(=O)CCC2)[C@H]1c1ccc(O)c(OCC)c1
Lowest unoccupied orbital energy ... 0.44 eV

=====

Entry from the OMol25 dataset: a structure of composition C21H25OTeTi in a non-equilibrium geometry (wB97M-V/def2-TZVPD).

```
! wB97M-V def2-TZVPD RIJCOSX def2/J DEFGRID3
* xyz -2 2
Te -0.379 -2.323 1.370
Ti 0.004 0.227 0.014
O -0.007 -1.097 -1.239
C -0.293 -0.098 -4.172
C 1.343 -1.287 5.188
C 1.495 1.893 0.766
C 2.277 -0.240 0.348
C -1.000 -0.677 5.317
C -1.768 -0.086 -4.154
C 1.167 -1.755 3.886
C 1.716 1.772 -0.645
C 0.356 -1.368 -3.769
C 2.214 0.460 -0.901
C -1.210 -1.131 4.014
C -1.426 1.566 1.237
C 0.265 -0.756 5.907
C -2.277 0.461 -0.617
C 0.482 1.151 -4.093
C -1.109 2.331 0.066
C 0.442 -1.945 -2.286
C -0.120 -1.684 3.310
C 1.830 0.648 1.381
C -2.177 0.423 0.809
C -1.634 1.656 -1.077
H -1.218 1.841 2.271
H -0.148 -2.872 -2.224
H -1.709 2.075 -2.084
H 1.841 0.436 2.450
H -2.173 -1.057 3.511
H -2.867 -0.223 -1.236
H -2.661 -0.305 1.462
H -0.179 -2.139 -4.353
H 1.985 -2.155 3.286
H -2.154 0.874 -3.803
H 2.664 -1.248 0.501
H 1.645 2.573 -1.385
H -1.839 -0.251 5.870
H 2.334 -1.334 5.638
H 0.415 -0.399 6.930
H 1.401 -1.298 -4.111
H -2.204 -0.292 -5.135
H 0.023 1.858 -3.383
H 1.492 -2.224 -2.083
H 0.560 1.662 -5.056
H 1.504 0.952 -3.740
H 2.635 0.122 -1.851
H -2.127 -0.876 -3.481
H 1.259 2.810 1.302
H -0.672 3.329 0.041
*
```

Properties
<S²> ... 0.76
F_max ... 0.0546 Eh/bohr
Energy ... -54635.255 eV
HOMO energy (alpha / beta) ... 2.22 / 2.23 eV
Orbital gap (alpha / beta) ... 0.08733 / 0.08632 Eh
Lowest unoccupied orbital energy (alpha / beta) ... 4.60 / 4.58 eV

=====

Entry from the OMol25 dataset: a structure of composition C21H26AsN9OV in a non-equilibrium geometry (wB97M-V/def2-TZVPD).

```
! wB97M-V def2-TZVPD RIJCOSX def2/J DEFGRID3
* xyz 3 3
As 0.254 -3.212 0.784
V 0.259 0.290 -0.080
O 0.507 -1.469 0.507
N -1.951 0.126 0.010
N -2.414 -0.763 2.126
N -0.362 0.998 -2.046
N 2.990 1.581 1.512
N -5.921 -0.322 -0.767
N -3.843 0.382 -1.444
N -4.186 -0.508 0.721
N 0.573 1.689 1.403
N 2.381 0.454 -0.490
C 2.838 -0.235 -1.585
C -0.542 3.226 2.877
C 3.335 0.904 0.340
C 1.814 3.277 2.738
C 1.736 -4.098 -0.001
C -1.703 1.080 -2.225
C 0.666 3.856 3.210
C -4.655 -0.161 -0.483
C -2.567 0.455 -1.174
C 1.773 2.170 1.856
C -1.436 -3.685 0.013
C 4.710 0.750 0.077
C -0.533 2.258 1.930
C -1.477 2.499 -4.191
C 0.360 1.620 -2.987
C -2.875 -0.392 0.924
C 0.221 -3.588 2.668
C -0.104 2.416 -4.014
C 5.152 0.126 -1.067
C -2.273 1.766 -3.291
C 4.154 -0.372 -1.923
H 4.398 -0.897 -2.838
H -6.281 -0.110 -1.695
H 0.566 2.969 -4.667
H -6.552 -0.657 -0.064
H 1.228 -3.513 3.072
H 2.790 3.686 2.998
H -1.523 -3.476 -1.037
H -3.363 1.791 -3.374
H 5.439 1.172 0.753
H -1.497 3.594 3.232
H -1.945 3.111 -4.951
H 1.574 -5.176 0.181
H -3.056 -0.873 2.863
H -0.418 -2.945 3.248
H 2.676 -3.773 0.407
H -2.229 -3.194 0.533
H 3.767 1.877 2.084
H 0.726 4.739 3.840
H 6.206 0.101 -1.293
H 1.741 -3.954 -1.089
H 2.069 -0.706 -2.180
H -1.441 -0.801 2.321
H -1.490 1.801 1.633
H -1.525 -4.773 0.175
H 1.432 1.475 -2.889
H -0.170 -4.587 2.808
*
```

Properties
<S²> ... 2.01
F_max ... 0.0372 Eh/bohr
Energy ... -124163.974 eV
HOMO energy (alpha / beta) ... -16.88 / -16.89 eV
Orbital gap (alpha / beta) ... 0.26488 / 0.28955 Eh
Lowest unoccupied orbital energy (alpha / beta) ... -9.67 / -9.01 eV

=====

Entry from the OMol25 dataset: a structure of composition C21H26B3F7O27P2S in a non-equilibrium geometry (wB97M-V/def2-TZVPD).

```
! wB97M-V def2-TZVPD RIJCOSX def2/J DEFGRID3
* xyz 0 1
S -4.534 -4.406 3.961
P -1.245 -4.760 -1.177
P -2.857 -3.549 3.459
F 2.338 6.755 -2.110
F -1.222 -3.226 -5.236
F -1.226 12.317 2.906
F -0.537 -0.375 -3.382
F 3.583 -5.636 -0.290
F 1.860 4.939 2.786
F 1.151 -7.105 2.940
O -5.562 -2.772 -0.632
O 5.650 -4.902 -4.148
O -1.816 10.625 5.848
O -4.640 -3.316 -4.839
O 3.227 -7.633 2.213
O 4.870 -8.727 1.119
O 0.586 -1.445 -1.743
O -2.807 -4.165 -3.929
O 6.493 -5.372 -2.111
O 0.216 7.916 3.312
O -4.087 -2.233 1.179
O 1.205 0.265 -0.471
O -0.261 3.286 -3.046
O 0.971 6.669 1.640
O -0.110 -5.106 -0.020
O -4.780 -4.431 -2.886
O -2.382 -5.858 -0.684
O 2.003 -1.797 -0.028
O -0.685 5.129 -1.827
O 1.228 4.974 -2.944
O 4.291 -5.439 -2.425
O -0.331 8.457 1.199
O -0.130 11.128 4.485
O 2.725 -8.907 0.461
O -3.195 -2.636 -0.988
O 0.292 10.135 6.468
O -1.780 -2.707 0.904
C 0.103 6.261 -1.427
C -2.434 -3.811 -5.251
C 1.910 -7.274 1.833
C 0.868 6.794 3.920
C 0.057 4.356 -2.643
C 1.129 6.329 -2.542
C 1.729 6.282 2.780
C 5.500 -5.201 -3.014
C 0.225 7.755 1.978
C 5.910 -5.571 -0.821
C 3.722 -8.459 1.257
C -1.305 11.226 3.702
C -0.474 10.587 5.686
C -0.317 -0.396 -2.049
C 1.474 -8.459 0.997
C 0.431 0.824 -1.545
C -2.385 11.357 4.760
C 1.341 -1.058 -0.678
C -4.143 -4.006 -3.799
C 4.521 -6.058 -1.181
C -3.544 -2.845 -5.633
B -4.333 -2.545 -0.163
B -2.919 -2.699 1.700
B -2.116 -3.211 -0.356
H 0.123 6.051 4.205
H -1.268 -0.586 -1.544
H 0.584 6.049 -0.474
H 1.040 -9.234 1.631
H -3.812 -2.861 -6.685
H 2.719 6.735 2.713
H -1.393 10.336 3.076
H 4.431 -7.140 -1.291
H -1.766 -4.422 3.307
H -0.520 7.145 -1.337
H -2.321 -2.602 4.353
H 1.094 1.211 -2.318
H 1.950 -6.337 1.280
H -2.780 -6.276 -1.457
H 0.836 6.930 -3.404
H -3.279 -1.834 -5.322
H -3.338 10.922 4.477
H 1.425 7.121 4.793
H 0.793 -8.200 0.193
H -2.515 12.403 5.042
H -2.382 -4.718 -5.857
H -5.563 -3.368 -1.399
H 5.847 -4.616 -0.297
H 6.493 -6.284 -0.246
H 0.358 -4.306 0.261
H -0.210 1.615 -1.173
*
```

Properties
F_max ... 0.0215 Eh/bohr
Energy ... -127955.770 eV
HOMO energy ... -8.43 eV
Orbital gap ... 0.31104 Eh
Lowest unoccupied orbital energy ... 0.04 eV